No. 1
{"formula": "C36H84N8O13P", "method": "ωB97M-V with the def2-TZVPD basis set", "species": ["C", "C", "O", "C", "C", "O", "C", "C", "O", "C", "P", "C", "C", "N", "O", "C", "C", "C", "C", "C", "O", "C", "O", "H", "H", "H", "H", "H", "H", "H", "H", "H", "H", "H", "H", "H", "H", "H", "H", "H", "H", "H", "H", "H", "H", "H", "H", "H", "H", "H", "H", "H", "H", "H", "H", "H", "H", "H", "C", "O", "N", "C", "C", "H", "H", "H", "H", "H", "H", "H", "C", "O", "N", "C", "C", "H", "H", "H", "H", "H", "H", "H", "C", "O", "N", "C", "C", "H", "H", "H", "H", "H", "H", "H", "C", "O", "N", "C", "C", "H", "H", "H", "H", "H", "H", "H", "C", "O", "N", "C", "C", "H", "H", "H", "H", "H", "H", "H", "C", "O", "N", "C", "C", "H", "H", "H", "H", "H", "H", "H", "C", "O", "N", "C", "C", "H", "H", "H", "H", "H", "H", "H"], "positions_angstrom": [[0.668, -4.787, 1.085], [-0.211, -3.837, 0.269], [-0.792, -4.518, -0.832], [-2.143, -4.708, -0.612], [-3.029, -3.509, -1.030], [-2.300, -2.412, -1.473], [-3.244, -1.415, -1.743], [-2.652, -0.094, -2.332], [-1.264, 0.003, -2.359], [-0.863, 1.349, -2.076], [0.546, 1.423, -0.729], [1.768, 1.393, 0.746], [2.169, 2.752, 1.332], [1.127, 3.350, 2.216], [1.241, 2.805, -1.535], [2.231, 2.487, -2.433], [2.663, 1.010, -2.178], [3.314, 0.247, -3.329], [4.600, -0.497, -2.969], [4.462, -1.564, -1.915], [4.107, -1.051, -0.659], [5.149, -1.128, 0.263], [1.585, 0.327, -1.622], [0.014, -5.550, 1.505], [1.385, -5.222, 0.408], [1.145, -4.196, 1.852], [0.418, -3.059, -0.154], [-0.977, -3.397, 0.898], [-2.449, -5.595, -1.160], [-2.294, -4.939, 0.445], [-3.694, -3.876, -1.818], [-3.638, -3.200, -0.172], [-3.794, -1.199, -0.822], [-3.931, -1.812, -2.490], [-3.126, 0.705, -1.765], [-3.012, -0.026, -3.366], [-1.677, 1.950, -1.668], [-0.493, 1.863, -2.973], [-0.270, 2.395, -0.014], [-0.143, 0.295, -0.124], [1.258, 0.861, 1.554], [2.669, 0.810, 0.545], [2.479, 3.478, 0.584], [3.050, 2.578, 1.956], [1.549, 3.460, 3.126], [0.988, 4.291, 1.892], [1.911, 2.596, -3.477], [3.142, 3.076, -2.296], [3.483, 1.128, -1.449], [3.604, 0.993, -4.079], [2.599, -0.394, -3.835], [4.929, -1.000, -3.882], [5.396, 0.205, -2.735], [5.447, -2.037, -1.815], [3.794, -2.371, -2.208], [4.776, -0.678, 1.177], [5.403, -2.170, 0.469], [6.042, -0.575, -0.032], [-4.454, -3.990, -4.718], [-4.756, -2.981, -4.119], [-3.392, -4.108, -5.525], [-3.083, -5.340, -6.216], [-2.517, -2.956, -5.712], [-5.046, -4.918, -4.641], [-2.095, -5.686, -5.912], [-3.085, -5.160, -7.294], [-3.819, -6.109, -5.983], [-2.107, -2.651, -4.748], [-3.095, -2.125, -6.122], [-1.706, -3.210, -6.389], [-3.225, -4.736, -10.034], [-2.072, -5.110, -10.060], [-3.611, -3.455, -10.099], [-5.008, -3.068, -10.060], [-2.591, -2.424, -10.209], [-4.068, -5.441, -9.948], [-5.264, -2.530, -10.975], [-5.184, -2.419, -9.201], [-5.645, -3.946, -9.975], [-2.002, -2.588, -11.112], [-1.923, -2.476, -9.349], [-3.056, -1.443, -10.250], [3.184, 0.458, 4.965], [3.568, 1.403, 4.314], [1.936, 0.290, 5.428], [1.567, -0.871, 6.211], [0.924, 1.303, 5.134], [3.860, -0.369, 5.247], [0.772, -1.420, 5.696], [1.209, -0.555, 7.190], [2.423, -1.530, 6.343], [0.806, 1.397, 4.052], [1.242, 2.276, 5.520], [-0.027, 1.015, 5.582], [-0.837, 0.446, 9.475], [0.369, 0.371, 9.412], [-1.547, 1.562, 9.247], [-2.993, 1.588, 9.347], [-0.839, 2.780, 8.890], [-1.465, -0.421, 9.738], [-3.421, 1.880, 8.386], [-3.294, 2.312, 10.108], [-3.374, 0.608, 9.621], [-0.274, 2.617, 7.974], [-0.141, 3.040, 9.687], [-1.546, 3.592, 8.743], [0.851, -5.928, -6.984], [0.378, -4.824, -6.841], [1.213, -6.449, -8.168], [1.775, -7.777, -8.289], [1.025, -5.637, -9.360], [1.023, -6.609, -6.134], [2.772, -7.714, -8.730], [1.136, -8.387, -8.932], [1.849, -8.250, -7.312], [1.596, -4.712, -9.262], [-0.031, -5.383, -9.453], [1.355, -6.179, -10.243], [2.240, 5.158, 5.526], [1.721, 4.185, 5.036], [2.184, 5.498, 6.828], [2.837, 6.687, 7.332], [1.445, 4.655, 7.751], [2.818, 5.874, 4.919], [3.566, 6.402, 8.094], [2.084, 7.342, 7.778], [3.347, 7.219, 6.533], [1.872, 3.650, 7.747], [0.407, 4.591, 7.429], [1.493, 5.067, 8.756], [-1.175, 9.584, 7.941], [-1.707, 9.026, 8.875], [-1.260, 9.193, 6.656], [-0.596, 9.910, 5.585], [-2.045, 8.012, 6.330], [-0.558, 10.487, 8.079], [-1.346, 10.257, 4.871], [0.100, 9.238, 5.080], [-0.049, 10.767, 5.973], [-3.078, 8.160, 6.649], [-1.643, 7.148, 6.860], [-2.017, 7.828, 5.260]], "charge": -1}

---

No. 2
{"formula": "C36H87BrNO20P", "method": "ωB97M-V with the def2-TZVPD basis set", "species": ["H", "N", "C", "C", "C", "O", "C", "O", "O", "P", "O", "Br", "H", "H", "H", "H", "H", "H", "C", "O", "C", "C", "O", "C", "H", "H", "H", "H", "H", "H", "H", "H", "H", "H", "C", "O", "C", "C", "O", "C", "H", "H", "H", "H", "H", "H", "H", "H", "H", "H", "C", "O", "C", "C", "O", "C", "H", "H", "H", "H", "H", "H", "H", "H", "H", "H", "C", "O", "C", "C", "O", "C", "H", "H", "H", "H", "H", "H", "H", "H", "H", "H", "C", "O", "C", "C", "O", "C", "H", "H", "H", "H", "H", "H", "H", "H", "H", "H", "C", "O", "C", "C", "O", "C", "H", "H", "H", "H", "H", "H", "H", "H", "H", "H", "C", "O", "C", "C", "O", "C", "H", "H", "H", "H", "H", "H", "H", "H", "H", "H", "C", "O", "C", "C", "O", "C", "H", "H", "H", "H", "H", "H", "H", "H", "H", "H"], "positions_angstrom": [[5.663, 0.895, 1.659], [5.707, 1.429, 0.761], [7.003, 1.821, 0.474], [8.160, 1.414, 1.599], [7.351, 2.686, -0.901], [8.465, 3.603, -0.623], [9.718, 3.185, -1.268], [10.851, 3.347, -0.529], [9.879, 2.671, -2.637], [10.394, 1.005, -2.664], [8.997, -0.050, -2.456], [11.118, 0.494, -4.800], [7.784, 0.481, 2.237], [8.308, 2.374, 2.289], [9.182, 1.197, 1.040], [6.387, 3.365, -1.090], [7.478, 2.019, -1.854], [8.330, 0.315, -3.136], [1.934, 1.116, -4.823], [1.919, 2.377, -4.161], [2.286, 2.277, -2.782], [3.774, 2.581, -2.562], [4.615, 1.632, -3.225], [5.043, 2.085, -4.508], [2.012, 1.298, -5.898], [2.776, 0.491, -4.517], [0.999, 0.584, -4.621], [2.020, 1.290, -2.384], [1.697, 3.023, -2.239], [3.990, 2.507, -1.493], [4.022, 3.602, -2.880], [5.904, 2.746, -4.393], [4.258, 2.611, -5.054], [5.347, 1.210, -5.092], [4.608, 3.706, -8.479], [3.448, 2.908, -8.265], [2.235, 3.639, -8.466], [1.674, 3.440, -9.881], [2.564, 3.943, -10.882], [3.408, 2.928, -11.422], [5.450, 3.036, -8.673], [4.502, 4.381, -9.332], [4.822, 4.292, -7.580], [2.386, 4.703, -8.246], [1.505, 3.252, -7.748], [0.742, 4.006, -9.968], [1.440, 2.385, -10.070], [2.868, 2.380, -12.196], [3.761, 2.225, -10.666], [4.277, 3.415, -11.876], [-0.088, -3.193, -0.625], [0.235, -4.221, -1.556], [-0.097, -3.867, -2.901], [1.110, -3.296, -3.658], [1.575, -2.076, -3.073], [2.653, -2.283, -2.163], [0.503, -3.355, 0.280], [0.135, -2.194, -1.008], [-1.151, -3.250, -0.369], [-0.942, -3.169, -2.918], [-0.416, -4.786, -3.404], [0.800, -3.062, -4.681], [1.924, -4.028, -3.718], [3.590, -2.359, -2.718], [2.525, -3.179, -1.553], [2.706, -1.416, -1.497], [-2.976, -5.587, 0.972], [-3.262, -4.194, 1.052], [-4.362, -3.811, 0.223], [-5.681, -3.762, 1.007], [-6.046, -5.049, 1.513], [-5.625, -5.245, 2.862], [-2.408, -5.869, 1.862], [-3.880, -6.199, 0.932], [-2.367, -5.786, 0.085], [-4.441, -4.478, -0.644], [-4.145, -2.805, -0.152], [-6.478, -3.448, 0.327], [-5.631, -3.028, 1.821], [-6.348, -4.788, 3.540], [-4.636, -4.829, 3.060], [-5.594, -6.322, 3.054], [-5.247, 2.696, -0.727], [-6.574, 2.177, -0.702], [-6.713, 0.990, -1.487], [-6.583, -0.280, -0.635], [-5.284, -0.393, -0.045], [-5.243, 0.117, 1.286], [-5.120, 3.344, 0.143], [-4.488, 1.911, -0.687], [-5.103, 3.289, -1.635], [-5.992, 0.989, -2.314], [-7.717, 1.011, -1.924], [-6.715, -1.150, -1.285], [-7.361, -0.321, 0.137], [-5.609, -0.643, 1.979], [-5.833, 1.027, 1.409], [-4.200, 0.343, 1.531], [-7.906, -6.831, 5.652], [-6.558, -7.242, 5.443], [-5.737, -7.035, 6.595], [-5.615, -8.306, 7.447], [-6.879, -8.713, 7.979], [-7.517, -9.702, 7.174], [-8.534, -7.336, 4.913], [-8.273, -7.088, 6.649], [-7.987, -5.750, 5.506], [-6.113, -6.194, 7.189], [-4.739, -6.766, 6.232], [-4.964, -8.092, 8.299], [-5.156, -9.124, 6.877], [-7.113, -10.687, 7.416], [-7.396, -9.520, 6.104], [-8.586, -9.692, 7.408], [-5.106, 2.257, 7.194], [-6.435, 1.755, 7.092], [-6.985, 1.923, 5.783], [-6.824, 0.659, 4.927], [-5.447, 0.345, 4.697], [-4.943, -0.611, 5.628], [-4.630, 1.784, 8.057], [-4.505, 2.040, 6.307], [-5.133, 3.339, 7.353], [-6.542, 2.796, 5.288], [-8.055, 2.121, 5.908], [-7.278, 0.842, 3.949], [-7.344, -0.195, 5.379], [-5.214, -1.617, 5.301], [-5.317, -0.452, 6.641], [-3.852, -0.527, 5.643], [6.140, 7.508, 4.262], [6.709, 7.856, 3.003], [7.747, 6.957, 2.603], [7.225, 5.862, 1.662], [6.257, 5.027, 2.303], [4.918, 5.441, 2.039], [5.155, 7.977, 4.331], [6.017, 6.429, 4.384], [6.773, 7.891, 5.069], [8.239, 6.522, 3.482], [8.493, 7.549, 2.064], [8.064, 5.220, 1.378], [6.812, 6.294, 0.742], [4.598, 5.048, 1.072], [4.804, 6.527, 2.039], [4.274, 5.025, 2.820]], "charge": 0}

---

Number 1: F_max 2.1 eV/Å, HOMO-LUMO gap 4.7 eV, LUMO level 1.78 eV. Number 2: F_max 9.3 eV/Å, HOMO-LUMO gap 8.4 eV, LUMO level -0.66 eV.